8
Properties=species:S:1:pos:R:3:mulliken_charge:R:1 method="wB97M-V/def2-TZVPD" relative_energy_kj_mol=412.35 total_charge=+1 homo_ev="-17.15 / -16.02" max_force_ev_per_a=4.46 gap_ev="9.5 / 8.8" lumo_energy_ev="-7.61 / -7.18"
C -1.5716 0.3598 -0.0351 -0.21
C 0.4903 -0.9506 0.0008 0.19
N -0.4984 -0.3430 0.0060 0.02
O 2.3697 0.3108 0.0808 -0.38
H -1.7655 0.9442 0.8502 0.30
H -2.1928 0.4330 -0.8004 0.35
H 1.1413 -1.7969 0.3249 0.39
H 2.0269 1.0427 -0.4272 0.34